Entry 1:
DFT (wB97M-V/def2-TZVPD) results for 13 unconnected molecules or ions with the total composition C32H56N13O5P in a non-equilibrium geometry.

Positions of all 107 atoms, in Å:
N 3.8336 -1.4633 1.9829
C 2.8762 -0.3976 1.5939
C 3.5883 0.5934 0.6804
C 2.7009 1.5256 -0.1918
C 1.1948 1.5203 0.0560
C 0.8263 2.4132 1.2080
O -0.5852 2.2963 1.5424
P -0.9946 1.3559 2.7146
O 0.0575 0.4646 3.1856
O -1.5729 2.3143 3.8184
O -2.2896 0.5955 2.2315
C -2.1136 -0.3247 1.1250
C -3.4415 -0.4862 0.4257
C -3.8855 0.8700 -0.1183
O -4.1145 0.8898 -1.5248
H 3.5766 -1.8434 2.8874
H 3.7158 -2.2277 1.3269
H 2.0158 -0.8487 1.1027
H 2.5733 0.0921 2.5148
H 4.2413 0.0284 0.0178
H 4.2382 1.1977 1.2998
H 3.0273 2.5538 -0.0191
H 2.8702 1.2861 -1.2343
H 0.7604 0.5311 0.1766
H 0.7239 1.9580 -0.8247
H 0.9539 3.4478 0.8919
H 1.4545 2.2575 2.0824
H -1.8467 1.7562 4.5678
H -1.4200 0.1126 0.4060
H -1.6877 -1.2575 1.4857
H -4.1859 -0.9058 1.0975
H -3.2520 -1.1406 -0.4195
H -3.1167 1.6051 0.1169
H -4.8256 1.1713 0.3360
H -3.3536 0.4958 -1.9728
C -3.6213 -2.3769 4.8173
C -3.0013 -1.3116 5.5871
N -2.5057 -0.4624 6.1836
H -3.7104 -2.0637 3.7779
H -3.0194 -3.2794 4.8679
H -4.6112 -2.5923 5.2122
C -2.6534 4.5555 -1.1970
C -1.7554 3.6851 -1.9378
N -1.0257 3.0195 -2.5245
H -3.0621 5.3133 -1.8630
H -3.4676 3.9688 -0.7865
H -2.1146 5.0401 -0.3841
C 2.5498 4.2152 -3.6209
C 3.5098 3.1559 -3.3659
N 4.2394 2.2927 -3.1635
H 2.0856 4.0728 -4.5943
H 1.7801 4.2084 -2.8539
H 3.0573 5.1768 -3.6089
C 1.3108 6.7986 0.5349
C 2.2922 6.1060 -0.2837
N 3.0579 5.5448 -0.9293
H 0.7639 7.5160 -0.0738
H 0.6122 6.0780 0.9574
H 1.8116 7.3244 1.3454
C -5.7808 -5.7953 7.0765
C -4.8419 -5.6323 5.9803
N -4.1001 -5.5034 5.1137
H -6.7317 -6.1490 6.6922
H -5.3981 -6.5250 7.7856
H -5.9237 -4.8391 7.5790
C 1.8833 -4.8255 3.3655
C 2.3359 -3.6890 4.1493
N 2.6936 -2.7805 4.7526
H 1.7799 -4.5424 2.3191
H 2.6120 -5.6308 3.4383
H 0.9256 -5.1778 3.7445
C 2.8116 3.6395 -7.8479
C 1.6760 4.2238 -7.1514
N 0.7785 4.6834 -6.6056
H 3.4132 4.4228 -8.3034
H 3.4304 3.0783 -7.1495
H 2.4627 2.9654 -8.6239
C -8.7787 -8.9883 4.4171
C -7.7313 -8.7323 5.3920
N -6.8978 -8.5313 6.1544
H -9.2825 -8.0579 4.1629
H -8.3436 -9.4162 3.5163
H -9.5038 -9.6862 4.8308
C 2.7102 1.0550 -11.6753
C 3.7323 1.5290 -10.7557
N 4.5422 1.9015 -10.0331
H 2.0401 1.8719 -11.9364
H 3.1785 0.6752 -12.5810
H 2.1363 0.2567 -11.2088
C 6.0648 -4.4808 1.1578
C 4.7010 -4.5482 0.6612
N 3.6149 -4.5501 0.2891
H 6.0595 -4.0968 2.1764
H 6.5166 -5.4708 1.1412
H 6.6458 -3.8057 0.5329
C 5.9238 4.5014 0.4808
C 6.1401 3.2433 1.1747
N 6.3121 2.2567 1.7351
H 4.8573 4.7133 0.4510
H 6.4411 5.3051 1.0024
H 6.2919 4.4367 -0.5412
C -4.8192 -1.8889 -4.1342
C -3.5931 -1.8629 -3.3558
N -2.6328 -1.8287 -2.7289
H -5.1461 -0.8694 -4.3297
H -4.6460 -2.4009 -5.0786
H -5.5951 -2.4113 -3.5783

Values from the calculation:
**Energy above the lowest of the compared OMol25 structures with the same formula, charge and spin**: 0.000 eV
**LUMO**: 0.42 eV
**Molecular weight**: 733.860 g/mol

Löwdin atomic charge list, values in e, 99 entries: atom 1 (N): 0.006, atom 2 (C): -0.269, atom 3 (C): -0.184, atom 4 (C): -0.179, atom 5 (C): -0.190, atom 6 (C): -0.192, atom 7 (O): -0.166, atom 8 (P): 0.276, atom 9 (O): -0.215, atom 10 (O): -0.075, atom 11 (O): -0.179, atom 12 (C): -0.205, atom 13 (C): -0.144, atom 14 (C): -0.246, atom 15 (O): -0.091, atom 16 (H): 0.001, atom 17 (H): 0.018, atom 18 (H): 0.099, atom 19 (H): 0.100, atom 20 (H): 0.104, atom 21 (H): 0.056, atom 22 (H): 0.089, atom 23 (H): 0.076, atom 24 (H): 0.096, atom 25 (H): 0.086, atom 26 (H): 0.105, atom 27 (H): 0.123, atom 28 (H): 0.077, atom 29 (H): 0.110, atom 30 (H): 0.129, atom 31 (H): 0.111, atom 32 (H): 0.085, atom 33 (H): 0.095, atom 34 (H): 0.121, atom 35 (H): 0.053, atom 36 (C): -0.077, atom 37 (C): -0.269, atom 38 (N): 0.133, atom 39 (H): 0.073, atom 40 (H): 0.054, atom 41 (H): 0.071, atom 42 (C): -0.055, atom 43 (C): -0.272, atom 44 (N): 0.152, atom 45 (H): 0.085, atom 46 (H): 0.075, atom 47 (H): 0.078, atom 48 (C): -0.093, atom 49 (C): -0.287, atom 50 (N): 0.134, atom 51 (H): 0.033, atom 52 (H): 0.050, atom 53 (H): 0.071, atom 54 (C): -0.052, atom 55 (C): -0.238, atom 56 (N): 0.172, atom 57 (H): 0.086, atom 58 (H): 0.075, atom 59 (H): 0.088, atom 60 (C): -0.090, atom 61 (C): -0.274, atom 62 (N): 0.137, atom 63 (H): 0.046, atom 64 (H): 0.082, atom 65 (H): 0.082, atom 66 (C): -0.071, atom 67 (C): -0.279, atom 68 (N): 0.144, atom 69 (H): 0.061, atom 70 (H): 0.080, atom 71 (H): 0.080, atom 72 (C): -0.077, atom 73 (C): -0.288, atom 74 (N): 0.133, atom 75 (H): 0.085, atom 76 (H): 0.086, atom 77 (H): 0.053, atom 78 (C): -0.064, atom 79 (C): -0.258, atom 80 (N): 0.150, atom 81 (H): 0.084, atom 82 (H): 0.086, atom 83 (H): 0.084, atom 84 (C): -0.068, atom 85 (C): -0.281, atom 86 (N): 0.143, atom 87 (H): 0.083, atom 88 (H): 0.084, atom 89 (H): 0.084, atom 90 (C): -0.061, atom 91 (C): -0.285, atom 92 (N): 0.139, atom 93 (H): 0.086, atom 94 (H): 0.080, atom 95 (H): 0.089, atom 96 (C): -0.074, atom 97 (C): -0.275, atom 98 (N): 0.144, atom 99 (H): 0.031

=====

Entry 2:
DFT (wB97M-V/def2-TZVPD) results for a molecular structure, C32H57BrGeN4ORuS2Si.

Positions of all 100 atoms, in Å:
Ru -0.6174 -0.7406 -0.2011
C -1.5711 1.9085 3.1842
C -1.5257 0.8077 2.1720
N -0.6118 0.8312 1.1593
N -0.2736 2.0901 0.6472
C -0.3200 2.2728 -0.6551
N 0.0680 3.4396 -1.1936
S -0.8112 0.9826 -1.7020
C -2.4685 -0.2506 2.1389
C -3.4152 -0.4814 3.1598
C -4.4068 -1.4124 2.9778
C -4.4763 -2.1245 1.7784
C -3.4961 -1.9012 0.8364
N -2.5020 -1.0237 1.0017
H -0.5873 2.3630 3.3138
H -1.8628 1.5312 4.1623
H -2.2847 2.6925 2.9132
H 0.0270 2.8143 1.2852
H 0.1336 4.2792 -0.6414
H -0.0361 3.5520 -2.1881
H -3.3741 0.0947 4.0721
H -5.1403 -1.5789 3.7557
H -5.2583 -2.8438 1.5857
H -3.4965 -2.4444 -0.0983
C -2.1912 -4.1700 -1.7266
Ge -0.8109 -3.1593 -2.7199
C -1.6518 -1.9690 -4.0218
C 0.4009 -4.4566 -3.5351
C 0.2494 -2.0683 -1.4867
H -1.9917 -5.2363 -1.8422
H -3.1895 -3.9674 -2.1182
H -2.1750 -3.9504 -0.6609
H -2.4476 -2.4798 -4.5647
H -0.9037 -1.6253 -4.7361
H -2.0909 -1.1012 -3.5253
H -0.1240 -5.3942 -3.7202
H 1.2401 -4.6503 -2.8656
H 0.8018 -4.0631 -4.4665
H 1.0783 -2.6503 -1.0789
C 6.1654 -2.0721 1.1319
C 5.1800 -1.6908 0.0603
C 4.2238 -0.7048 0.2864
C 3.2918 -0.3833 -0.6900
C 3.3218 -1.0455 -1.9074
C 4.2606 -2.0328 -2.1548
C 5.1860 -2.3456 -1.1707
S 2.0887 -0.6599 -3.1486
C 2.9805 0.6794 -3.9522
O 2.0739 -1.7837 -4.1265
H 6.2877 -1.2734 1.8627
H 7.1420 -2.2991 0.7053
H 5.8285 -2.9628 1.6680
H 4.2049 -0.1876 1.2390
H 2.5406 0.3794 -0.5012
H 4.2426 -2.5513 -3.1060
H 5.9253 -3.1155 -1.3586
H 3.9397 0.3140 -4.3177
H 3.1298 1.4947 -3.2435
H 2.3664 1.0116 -4.7881
C -1.6389 -4.4861 2.1996
C -0.5923 -4.7339 3.2914
C -1.0787 -3.9892 4.5433
C -0.5593 -6.2422 3.6006
Si 1.1444 -4.1390 2.7703
Br 0.7947 -2.0135 1.8351
C 2.3118 -3.7039 4.2251
C 2.4103 -4.9204 5.1660
C 3.7247 -3.3782 3.7181
C 1.8458 -2.4952 5.0544
C 1.9451 -5.1257 1.3436
C 2.5993 -6.4045 1.9003
C 3.0155 -4.3251 0.5836
C 0.8902 -5.5356 0.3040
H -2.6114 -4.8367 2.5604
H -1.4238 -5.0104 1.2720
H -1.7340 -3.4230 1.9835
H -2.1146 -4.2803 4.7433
H -1.0634 -2.9053 4.4049
H -0.4970 -4.2373 5.4300
H -1.5444 -6.5506 3.9632
H 0.1661 -6.4995 4.3738
H -0.3404 -6.8394 2.7151
H 2.7880 -5.8112 4.6620
H 1.4535 -5.1671 5.6261
H 3.1062 -4.6848 5.9767
H 4.2024 -4.2361 3.2463
H 4.3466 -3.0898 4.5706
H 3.7233 -2.5447 3.0110
H 0.9221 -2.6846 5.5950
H 1.7104 -1.6022 4.4441
H 2.6172 -2.2719 5.7974
H 3.4711 -6.1838 2.5173
H 2.9432 -7.0185 1.0628
H 1.9100 -7.0122 2.4887
H 3.8193 -3.9635 1.2178
H 2.5947 -3.4642 0.0627
H 3.4626 -4.9770 -0.1739
H 0.1559 -6.2347 0.7034
H 1.3949 -6.0345 -0.5291
H 0.3629 -4.6697 -0.1054

Values from the calculation:
**Charge**: +1
**Spin multiplicity**: 6
**<S²>**: 8.786
**Energy above the lowest of the compared OMol25 structures with the same formula, charge and spin**: 0.765 eV
**LUMO (spin up / spin down)**: -2.71 / -4.00 eV
**Molecular weight**: 859.639 g/mol

Löwdin atomic charge list, values in e, 99 entries: atom 1 (Ru): 0.901, atom 2 (C): -0.025, atom 3 (C): -0.300, atom 4 (N): -0.188, atom 5 (N): -0.006, atom 6 (C): -0.759, atom 7 (N): 0.119, atom 8 (S): 0.685, atom 9 (C): -0.255, atom 10 (C): -0.007, atom 11 (C): -0.048, atom 12 (C): -0.053, atom 13 (C): -0.143, atom 14 (N): -0.018, atom 15 (H): 0.078, atom 16 (H): 0.078, atom 17 (H): 0.098, atom 18 (H): 0.155, atom 19 (H): 0.120, atom 20 (H): 0.103, atom 21 (H): 0.108, atom 22 (H): 0.117, atom 23 (H): 0.113, atom 24 (H): 0.094, atom 25 (C): -0.216, atom 26 (Ge): 0.716, atom 27 (C): -0.218, atom 28 (C): -0.205, atom 29 (C): -0.440, atom 30 (H): 0.022, atom 31 (H): 0.022, atom 32 (H): -0.032, atom 33 (H): 0.023, atom 34 (H): 0.020, atom 35 (H): -0.010, atom 36 (H): 0.022, atom 37 (H): 0.012, atom 38 (H): 0.015, atom 39 (H): -0.075, atom 40 (C): -0.039, atom 41 (C): -0.278, atom 42 (C): -0.048, atom 43 (C): -0.104, atom 44 (C): -0.406, atom 45 (C): -0.054, atom 46 (C): -0.034, atom 47 (S): 0.827, atom 48 (C): -0.226, atom 49 (O): -0.508, atom 50 (H): 0.083, atom 51 (H): 0.085, atom 52 (H): 0.064, atom 53 (H): 0.115, atom 54 (H): 0.095, atom 55 (H): 0.117, atom 56 (H): 0.123, atom 57 (H): 0.065, atom 58 (H): 0.054, atom 59 (H): 0.053, atom 60 (C): -0.113, atom 61 (C): -0.619, atom 62 (C): -0.094, atom 63 (C): -0.076, atom 64 (Si): 0.577, atom 65 (Br): 0.588, atom 66 (C): -0.625, atom 67 (C): -0.078, atom 68 (C): -0.105, atom 69 (C): -0.111, atom 70 (C): -0.608, atom 71 (C): -0.076, atom 72 (C): -0.104, atom 73 (C): -0.092, atom 74 (H): 0.097, atom 75 (H): 0.053, atom 76 (H): 0.027, atom 77 (H): 0.092, atom 78 (H): 0.073, atom 79 (H): 0.067, atom 80 (H): 0.095, atom 81 (H): 0.073, atom 82 (H): 0.069, atom 83 (H): 0.074, atom 84 (H): 0.065, atom 85 (H): 0.095, atom 86 (H): 0.066, atom 87 (H): 0.095, atom 88 (H): 0.064, atom 89 (H): 0.061, atom 90 (H): 0.040, atom 91 (H): 0.090, atom 92 (H): 0.070, atom 93 (H): 0.095, atom 94 (H): 0.072, atom 95 (H): 0.044, atom 96 (H): 0.036, atom 97 (H): 0.101, atom 98 (H): 0.071, atom 99 (H): 0.094